ORCA calculation (ωB97M-V/def2-TZVPD) on C30H44BrHfN3P2 as an isolated structure in a non-equilibrium geometry.

Geometry as XYZ:
```
81
C30H44BrHfN3P2 | OMol25 | ωB97M-V/def2-TZVPD
C 3.21 4.74 -0.87
C 2.07 4.15 -1.49
C 2.03 3.97 -2.88
C 3.13 4.42 -3.62
N 4.17 5.00 -3.04
C 4.24 5.15 -1.73
C 0.90 3.73 -0.70
C -0.09 3.60 0.09
C -1.34 2.96 0.57
C -1.09 2.02 1.60
C -2.26 1.44 2.25
C -3.18 1.27 1.22
C -3.64 2.17 0.25
C -2.62 3.18 0.03
Hf -1.74 -0.51 1.28
P 1.02 -0.31 0.24
H 1.10 3.58 -3.30
H 3.17 4.89 0.22
H 3.04 4.36 -4.68
H 5.03 5.69 -1.23
H -2.80 4.15 -0.48
H -0.10 2.24 2.00
H -4.73 2.23 -0.11
H -2.34 0.70 3.21
C 2.01 -1.92 0.29
C 3.26 -2.30 -0.55
H 1.26 -2.69 0.11
H 2.26 -2.03 1.36
H 3.51 -3.35 -0.32
H 3.06 -2.25 -1.63
H 4.16 -1.69 -0.31
C 1.38 0.21 -1.55
C 2.80 0.56 -2.04
H 0.77 1.11 -1.68
H 0.95 -0.54 -2.23
H 2.80 0.75 -3.13
H 3.16 1.49 -1.61
H 3.54 -0.22 -1.87
C 2.28 0.86 1.10
C 3.78 0.55 1.12
H 1.93 0.94 2.13
H 2.12 1.86 0.68
H 4.32 1.29 1.72
H 4.01 -0.42 1.54
H 4.24 0.61 0.13
Br -4.36 -0.89 1.54
P -2.03 -1.74 -1.25
C -0.82 -2.48 -2.38
C -1.24 -3.81 -3.03
H 0.11 -2.64 -1.81
H -0.54 -1.78 -3.18
H -0.46 -4.25 -3.68
H -1.46 -4.56 -2.26
H -2.13 -3.69 -3.65
C -3.13 -3.12 -0.64
C -4.41 -3.32 -1.40
H -3.39 -2.91 0.41
H -2.55 -4.05 -0.61
H -5.06 -4.03 -0.88
H -4.98 -2.39 -1.50
H -4.26 -3.73 -2.40
C -3.03 -0.55 -2.25
C -3.37 -0.96 -3.69
H -2.38 0.34 -2.31
H -3.87 -0.19 -1.63
H -3.93 -0.19 -4.23
H -2.45 -1.11 -4.28
H -3.94 -1.89 -3.79
N -0.18 -1.49 7.15
C 0.07 -1.20 5.83
C 0.06 -2.24 4.85
C -0.13 -1.88 3.53
N -0.33 -0.59 3.14
C 0.04 0.39 4.04
C 0.05 0.16 5.40
H -0.28 -2.46 7.51
H -0.31 -0.77 7.82
H -0.05 -3.33 5.10
H -0.19 -2.65 2.74
H 0.21 1.40 3.63
H -0.11 0.98 6.10
```

- Max |F|: 0.0831 Eh/bohr
- HOMO-LUMO gap: 3.58 eV
- Total charge: +4
- ΔE to the lowest compared entry with this formula, charge and spin: 31.8 kcal per mole
- Calculated total energy: -126173.9448 eV